Computed, not measured: a molecular structure, C21H16GaN4O3S, with ωB97M-V/def2-TZVPD.

ORCA input file:
```
! RIJCOSX wB97M-V def2-TZVPD def2/J DEFGRID3
* xyz 1 1
Ga 0.579 0.360 -0.262
O -4.219 -0.940 -1.684
C -4.208 0.409 -1.862
C -5.381 1.000 -2.325
C -5.457 2.396 -2.442
C -4.244 3.114 -2.560
C -3.052 2.514 -2.195
C -3.033 1.176 -1.748
C -1.782 0.529 -1.312
O -0.773 1.357 -1.104
N -1.708 -0.806 -1.110
N -0.389 -1.203 -0.792
C 0.032 -2.462 -0.973
C 1.436 -2.777 -1.036
C 1.916 -4.106 -1.308
C 3.275 -4.364 -1.513
C 4.214 -3.355 -1.349
C 3.829 -2.120 -0.948
C 2.437 -1.750 -0.823
O 2.165 -0.442 -0.730
H -3.338 -1.244 -1.386
H -6.297 0.423 -2.424
H -6.393 2.910 -2.550
H -4.198 4.145 -2.906
H -2.141 3.150 -2.174
H -0.731 -3.261 -0.942
H 1.244 -4.868 -1.563
H 3.620 -5.320 -1.828
H 5.297 -3.529 -1.554
H 4.521 -1.250 -0.851
N -1.757 -0.135 2.188
C -0.632 0.527 2.466
N 0.508 0.472 1.651
C 1.613 1.092 2.301
C 2.939 1.189 1.864
C 3.849 1.828 2.718
C 3.519 2.313 3.962
C 2.166 2.324 4.338
C 1.267 1.590 3.580
S -0.457 1.455 3.968
H -1.893 -0.471 1.221
H -2.560 -0.163 2.750
H 3.150 0.866 0.860
H 4.875 1.917 2.369
H 4.281 2.690 4.747
H 1.910 2.817 5.268
*
```

For the largest force on an atom, the calculation gives 0.0596 hartree/bohr. The value obtained for the HOMO energy is -11.0 eV.


Computed, not measured: a molecular structure, C21H16IrN7S, with ωB97M-V/def2-TZVPD.

ORCA input file:
```
! RIJCOSX wB97M-V def2-TZVPD def2/J DEFGRID3
* xyz 3 2
Ir -0.290 0.126 -0.090
S 0.164 3.947 -2.423
C -1.458 3.925 -1.796
C -2.453 4.858 -1.983
C -3.679 4.607 -1.375
C -3.912 3.441 -0.590
C -2.933 2.512 -0.401
C -1.675 2.746 -1.010
N -0.587 1.955 -0.948
C 0.480 2.476 -1.655
C 1.664 1.695 -1.610
C 2.887 2.000 -2.223
C 3.943 1.128 -2.053
C 3.784 -0.034 -1.285
C 2.567 -0.355 -0.674
C 1.494 0.498 -0.830
H -2.301 5.750 -2.576
H -4.485 5.319 -1.501
H -4.889 3.305 -0.146
H -3.097 1.622 0.192
H 3.011 2.899 -2.815
H 4.899 1.339 -2.513
H 4.625 -0.706 -1.166
H 2.481 -1.266 -0.096
N 0.608 1.530 2.663
C 0.000 0.373 2.891
N -0.166 -0.012 4.134
C -0.752 -1.192 4.344
N -0.932 -1.607 5.572
N -1.186 -2.040 3.341
C -0.999 -1.601 2.155
N -0.444 -0.382 1.810
C -1.359 -2.392 0.979
C -1.911 -3.649 0.993
C -2.143 -4.275 -0.230
C -1.818 -3.621 -1.407
C -1.273 -2.351 -1.348
N -1.056 -1.749 -0.169
H 0.925 2.057 3.464
H 0.826 1.857 1.741
H -0.627 -1.036 6.347
H -1.367 -2.500 5.751
H -2.139 -4.120 1.940
H -2.571 -5.269 -0.259
H -1.982 -4.082 -2.371
H -1.008 -1.793 -2.237
*
```

For the largest force on an atom, the calculation gives 0.0326 hartree/bohr. The value obtained for the HOMO energy (spin up / spin down) is -17.9 / -17.9 eV. The energy above the lowest of the compared OMol25 structures with the same formula, charge and spin comes out at 13.1 kcal/mol. Its expectation value of S² is 0.80.


Computed, not measured: a molecular structure, C21H16N5O3S5Tl, with ωB97M-V/def2-TZVPD.

ORCA input file:
```
! RIJCOSX wB97M-V def2-TZVPD def2/J DEFGRID3
* xyz -2 1
Tl 1.969 -0.709 -0.723
O -2.091 1.013 1.898
C -1.261 0.477 1.147
N 0.010 0.816 0.960
C 0.476 2.043 1.193
O -0.039 3.127 0.875
C 1.862 2.061 1.786
C 2.160 2.943 2.821
C 3.418 2.879 3.391
C 4.333 1.956 2.905
C 3.945 1.130 1.861
N 2.737 1.183 1.312
C -1.715 -0.761 0.388
C -3.036 -1.182 0.518
C -3.447 -2.301 -0.182
C -2.529 -2.970 -0.981
C -1.237 -2.472 -1.054
N -0.845 -1.388 -0.395
H 1.407 3.640 3.161
H 3.681 3.535 4.213
H 5.324 1.866 3.331
H 4.611 0.375 1.460
H -3.693 -0.627 1.172
H -4.468 -2.656 -0.103
H -2.802 -3.862 -1.530
H -0.478 -2.958 -1.658
O 4.849 -6.882 2.522
C 4.430 -5.874 1.978
S 3.363 -4.708 2.740
C 3.201 -3.570 1.391
C 3.874 -3.889 0.264
S 3.949 -3.020 -1.239
S 4.805 -5.398 0.333
S 2.188 -2.188 1.715
C -3.001 3.137 -0.273
C -2.399 2.375 -1.407
C -3.086 1.495 -2.194
C -2.357 0.821 -3.196
N -1.104 1.078 -3.479
C -0.424 2.007 -2.745
S 1.135 2.476 -3.070
N -1.094 2.571 -1.671
C -3.012 -0.277 -3.982
H -4.087 3.073 -0.320
H -2.690 4.181 -0.312
H -2.654 2.731 0.680
H -4.131 1.291 -2.013
H -0.542 3.101 -0.990
H -4.075 -0.080 -4.132
H -2.917 -1.213 -3.427
H -2.511 -0.394 -4.940
*
```

For the largest force on an atom, the calculation gives 0.0084 hartree/bohr. The value obtained for the HOMO energy is -0.6 eV. The energy above the lowest of the compared OMol25 structures with the same formula, charge and spin comes out at 4.9 kcal/mol.


Computed, not measured: C21H17B2FN2O4S in the gas phase, with ωB97M-V/def2-TZVPD.

ORCA input file:
```
! RIJCOSX wB97M-V def2-TZVPD def2/J DEFGRID3
* xyz 0 1
C -2.713 1.443 0.487
C -2.107 1.207 -0.525
C -1.367 0.934 -1.755
C -0.957 -0.517 -1.887
C -1.801 -1.446 -2.506
C -3.169 -1.048 -3.007
B -3.809 -1.931 -4.164
O -3.078 -2.394 -5.237
O -5.157 -2.193 -4.157
C -1.390 -2.770 -2.601
C -0.152 -3.166 -2.130
C 0.681 -2.235 -1.541
C 0.275 -0.915 -1.382
N 1.138 -0.018 -0.731
C 1.801 -0.469 0.420
C 2.385 -1.729 0.423
C 3.034 -2.171 1.559
F 3.575 -3.397 1.547
C 3.136 -1.396 2.690
C 2.585 -0.114 2.678
B 2.718 0.767 3.983
O 3.308 2.015 3.930
O 2.187 0.276 5.167
C 1.922 0.342 1.540
C 1.363 1.722 1.558
C 0.174 1.976 2.235
C -0.287 3.280 2.301
C 0.459 4.268 1.686
C 1.620 3.918 1.012
N 2.076 2.670 0.943
S 2.298 -2.722 -1.025
H -3.264 1.702 1.355
H -0.485 1.572 -1.787
H -1.981 1.259 -2.589
H -3.853 -1.052 -2.155
H -3.174 -0.034 -3.401
H -2.851 -3.323 -5.183
H -5.494 -2.177 -3.257
H -2.030 -3.525 -3.032
H 0.193 -4.186 -2.204
H 0.693 0.867 -0.538
H 3.638 -1.803 3.555
H 4.225 1.999 4.220
H 2.839 -0.163 5.721
H -0.364 1.166 2.704
H -1.195 3.523 2.832
H 0.151 5.302 1.723
H 2.202 4.687 0.526
*
```

For the largest force on an atom, the calculation gives 0.0126 hartree/bohr. The value obtained for the HOMO energy is -7.7 eV. The SMILES is C#CCc1c(CB(O)O)ccc2c1Nc1c(c(F)cc(B(O)O)c1-c1ccccn1)S2.


> What is the formula in the first record?

C21H16GaN4O3S


> What is the formula in the fourth record?

C21H17B2FN2O4S